Molecular formula: C16H21ClCoNSc
Method: DFT, ωB97M-V with the def2-TZVPD basis set

Atoms and positions in Å:
Sc1 -1.4641 0.7390 -3.0728
Cl1 -2.5339 0.3647 -0.9696
C1 -1.3532 -1.1614 -4.2015
C2 -2.8438 2.2458 -3.8536
H1 -1.5654 -1.0489 -5.2755
H2 -0.3478 -1.5944 -4.0944
H3 -2.0799 -1.8744 -3.7840
H4 -2.9705 2.2815 -4.9425
H5 -2.5003 3.2328 -3.5166
H6 -3.8310 2.0695 -3.4039
Co1 -0.2985 0.8152 -0.5871
C3 0.0283 2.4943 0.3800
C4 0.4314 1.4628 -2.3290
H7 0.3384 3.3046 -0.3008
H8 -0.8860 2.7505 0.9466
H9 0.8333 2.2438 1.0979
H10 0.7309 2.5147 -2.1608
H11 1.2841 0.8803 -2.7484
C5 4.2276 -1.7035 0.5625
C6 3.7433 -0.7868 -0.3787
C7 2.3947 -0.4489 -0.3845
C8 1.5214 -0.9639 0.5970
C9 2.0032 -1.9447 1.4974
C10 3.3535 -2.2823 1.4939
N1 0.2156 -0.4682 0.6804
C11 -0.5009 -0.5708 1.8891
C12 -1.8751 -0.8968 1.8854
C13 -2.6464 -0.7229 3.0302
C14 -2.0264 -0.4112 4.2475
C15 -0.6381 -0.2239 4.2978
C16 0.1188 -0.2867 3.1287
H12 5.2842 -1.9684 0.5638
H13 4.4130 -0.3362 -1.1127
H14 2.0228 0.2481 -1.1357
H15 1.3223 -2.4078 2.2140
H16 3.7210 -3.0025 2.2258
H17 -2.3267 -1.2707 0.9675
H18 -3.7292 -0.8458 2.9781
H19 -2.6235 -0.3020 5.1551
H20 -0.1411 -0.0203 5.2468
H21 1.1942 -0.1042 3.1669

Forces on atoms 1 to 3 (eV/Å):
Sc -1.157 -0.402 -1.130
Cl -0.919 -0.045 0.037
C 0.059 0.037 -0.135

- charge = -1
- electronic energy (a.u.) = -3280.67679
- 2S+1 = 5

So, what does the Löwdin scheme give us? The charges, in e, come out as: Sc 0.599; Cl 0.231; C -0.283; C -0.293; H -0.045; H -0.041; H -0.042; H -0.045; H -0.037; H -0.044; Co 0.285; C -0.215; C -0.281; H -0.023; H -0.008; H -0.007; H -0.023; H -0.022; C -0.137; C -0.104; C -0.042; C -0.272; C -0.056; C -0.112; N -0.091; C -0.296; C -0.080; C -0.102; C -0.126; C -0.106; C -0.049; H 0.082; H 0.096; H 0.049; H 0.108; H 0.092; H 0.052; H 0.096; H 0.086; H 0.092; H 0.112


Molecular formula: C12H48O12
Method: DFT, ωB97M-V with the def2-TZVPD basis set

Atoms and positions in Å:
C1 4.7258 3.5567 -5.4761
O1 3.9662 2.9092 -4.4076
H1 4.8002 2.8062 -6.2630
H2 4.2236 4.4558 -5.8334
H3 5.7602 3.7084 -5.1679
H4 4.1949 3.2482 -3.5391
C2 -0.4353 -0.7690 -6.3505
O2 0.8144 -0.9971 -5.7405
H5 -0.3509 0.1488 -6.9324
H6 -0.7491 -1.5355 -7.0590
H7 -1.2536 -0.7231 -5.6319
H8 1.0814 -0.1908 -5.2930
C3 -1.0587 -2.8143 6.5384
O3 -1.1400 -1.8780 5.4928
H9 -1.9053 -3.4979 6.6018
H10 -0.2066 -3.4405 6.2741
H11 -0.8585 -2.3010 7.4789
H12 -1.1345 -2.3659 4.6661
C4 2.1206 -6.0282 1.4235
O4 1.9112 -4.8295 2.1050
H13 2.5123 -6.7825 2.1059
H14 1.2769 -6.3781 0.8287
H15 2.9478 -5.9568 0.7172
H16 1.8260 -4.1269 1.4564
C5 -1.2309 2.4242 8.7944
O5 -1.0809 2.5184 7.3934
H17 -0.5070 1.8039 9.3228
H18 -0.9971 3.3909 9.2404
H19 -2.2659 2.1774 9.0310
H20 -1.3779 1.7009 6.9872
C6 2.4580 -6.5689 -7.0420
O6 1.6332 -5.9360 -6.1248
H21 2.6463 -5.9254 -7.9014
H22 3.4205 -6.7495 -6.5634
H23 2.0772 -7.5246 -7.4023
H24 1.7540 -4.9847 -6.0797
C7 6.2399 6.1182 -0.2783
O7 5.1245 5.2927 -0.5234
H25 6.8093 6.3334 -1.1825
H26 5.8325 7.0906 -0.0016
H27 7.0177 5.7703 0.4014
H28 4.6611 5.0641 0.2856
C8 -3.8099 -4.5457 0.2423
O8 -3.2518 -4.3385 -0.9988
H29 -4.2055 -5.5601 0.2916
H30 -3.1857 -4.4684 1.1326
H31 -4.6113 -3.8331 0.4373
H32 -3.4549 -5.1412 -1.4846
C9 2.7245 4.8978 4.1526
O9 3.3425 3.7635 3.5917
H33 1.8321 5.0211 3.5389
H34 2.4659 4.9497 5.2103
H35 3.2851 5.7785 3.8394
H36 2.9481 3.0049 4.0283
C10 -6.7440 -0.9046 -2.8121
O10 -5.4731 -0.3409 -2.9604
H37 -6.5299 -1.9619 -2.9684
H38 -7.1040 -0.8288 -1.7861
H39 -7.5803 -0.6861 -3.4762
H40 -4.8577 -1.0490 -2.7567
C11 0.3529 0.5426 -0.0044
O11 0.9295 -0.6843 -0.3620
H41 0.2626 0.7219 1.0670
H42 1.0578 1.3491 -0.2067
H43 -0.5979 0.8218 -0.4584
H44 0.6525 -0.8104 -1.2725
C12 -5.6481 4.1030 1.0233
O12 -5.4825 5.3970 1.5546
H45 -6.6190 3.7520 1.3728
H46 -5.6513 4.1789 -0.0640
H47 -4.8555 3.3974 1.2722
H48 -5.4748 5.2596 2.5047

Forces on atoms 1 to 3 (eV/Å):
C -0.260 -1.225 1.047
O 0.229 0.230 -0.902
H -0.314 0.164 -0.156

- charge = 0
- SMILES = CO.CO.CO.CO.CO.CO.CO.CO.CO.CO.CO.CO
- electronic energy (a.u.) = -1388.55512
- 2S+1 = 1
- energy relative to the best compared isomer or geometry (same formula, charge and spin) (kJ/mol) = 772.1

So, what does the Löwdin scheme give us? The charges, in e, come out as: C -0.132; O -0.145; H 0.071; H 0.072; H 0.072; H 0.060; C -0.176; O -0.122; H 0.077; H 0.076; H 0.072; H 0.073; C -0.174; O -0.127; H 0.074; H 0.075; H 0.080; H 0.073; C -0.193; O -0.110; H 0.079; H 0.075; H 0.072; H 0.077; C -0.178; O -0.117; H 0.071; H 0.074; H 0.077; H 0.071; C -0.192; O -0.115; H 0.076; H 0.072; H 0.079; H 0.080; C -0.178; O -0.118; H 0.074; H 0.074; H 0.076; H 0.073; C -0.206; O -0.099; H 0.080; H 0.073; H 0.074; H 0.078; C -0.180; O -0.120; H 0.071; H 0.082; H 0.074; H 0.074; C -0.185; O -0.113; H 0.073; H 0.073; H 0.079; H 0.072; C -0.191; O -0.104; H 0.073; H 0.070; H 0.079; H 0.074; C -0.179; O -0.120; H 0.076; H 0.079; H 0.074; H 0.071


Molecular formula: C6H18F3LiN6O8S
Method: DFT, ωB97M-V with the def2-TZVPD basis set

Atoms and positions in Å:
Li1 -0.0088 0.0369 -0.2907
C1 -5.9579 -1.1175 -0.5675
F1 -5.7696 -1.2054 -1.8991
F2 -6.0644 0.1376 -0.2384
F3 -7.1261 -1.8212 -0.2348
S1 -4.4339 -1.7919 0.3746
O1 -3.2064 -0.9892 0.0591
O2 -4.8093 -1.7340 1.7505
O3 -4.2431 -3.1576 -0.1047
C2 -1.7775 3.4456 1.5792
C3 -0.8191 3.5108 2.7709
O4 -1.5618 3.3065 4.0240
O5 -1.0298 3.3086 0.3724
H1 -2.2803 4.4127 1.5705
H2 -2.4978 2.6325 1.4895
H3 -0.1962 4.4052 2.7560
H4 -0.1886 2.6261 2.8609
H5 -1.0800 3.5109 4.8288
H6 -1.4594 3.8738 -0.2738
C4 0.7920 -3.9890 0.7388
O6 1.0725 -2.8116 0.6087
N1 -0.2981 -4.5746 0.3618
N2 1.6030 -4.8183 1.4416
H7 -0.4973 -5.4650 0.7950
H8 -1.0372 -4.0869 -0.1238
H9 2.3667 -4.4920 2.0165
H10 1.2681 -5.7491 1.6452
C5 3.4281 2.4312 0.5453
O7 2.9243 1.3428 0.7223
N3 4.6998 2.6790 0.7768
N4 2.8604 3.4470 -0.0129
H11 5.1540 3.5174 0.4438
H12 5.2940 1.9231 1.0864
H13 3.3801 4.3125 0.0170
H14 1.8903 3.4530 -0.2941
C6 1.9543 -1.1721 -3.7382
O8 0.9305 -0.7168 -3.0947
N5 2.2819 -0.9539 -4.9802
N6 2.9718 -1.7363 -3.1444
H15 3.1004 -1.4848 -5.2418
H16 1.5489 -0.6580 -5.6088
H17 2.9788 -1.9164 -2.1506
H18 3.8429 -1.8712 -3.6374

Forces on atoms 1 to 3 (eV/Å):
Li 0.007 -0.538 -0.140
C 0.686 -2.136 0.329
F -0.437 -0.031 0.523

- charge = 0
- electronic energy (a.u.) = -1875.24572
- 2S+1 = 1

So, what does the Löwdin scheme give us? The charges, in e, come out as: Li 0.830; C -0.618; F 0.105; F 0.140; F 0.070; S 0.459; O -0.419; O -0.327; O -0.370; C -0.222; C -0.198; O -0.088; O -0.099; H 0.122; H 0.131; H 0.116; H 0.112; H 0.076; H 0.084; C -0.747; O 0.000; N 0.190; N 0.141; H 0.116; H 0.131; H 0.109; H 0.094; C -0.789; O 0.026; N 0.155; N 0.175; H 0.108; H 0.120; H 0.113; H 0.115; C -0.694; O -0.061; N 0.163; N 0.156; H 0.112; H 0.130; H 0.123; H 0.111


Molecular formula: C2H6O2S
Method: DFT, ωB97M-V with the def2-TZVPD basis set

Atoms and positions in Å:
O1 2.2924 -0.6411 -0.4562
C1 1.7616 0.4520 -0.5856
O2 1.0217 1.0683 -1.6233
H1 1.8036 1.2555 0.2122
H2 0.1581 1.3432 -1.2382
C2 -1.1025 -1.2699 0.3749
S1 -1.6769 0.2157 1.1154
H3 -1.3153 -1.1064 -0.6491
H4 -0.0028 -1.3946 0.3971
H5 -1.3851 -2.3061 0.7446
H6 -2.8953 0.2461 0.5868

Forces on atoms 1 to 3 (eV/Å):
O -1.678 2.879 -1.614
C 0.237 0.284 1.472
O 0.336 -2.141 0.501

- charge = 0
- SMILES = O=CO.CS
- electronic energy (a.u.) = -628.42835
- 2S+1 = 1
- energy relative to the best compared isomer or geometry (same formula, charge and spin) (kJ/mol) = 107.6

So, what does the Löwdin scheme give us? The charges, in e, come out as: O 0.063; C -0.334; O -0.004; H 0.144; H 0.090; C -0.545; S 0.649; H 0.003; H 0.020; H 0.066; H -0.153